# 1
A 2-piece molecular cluster, C4H9NO2S overall. Source: the Open Molecules 2025 dataset; level of theory: ωB97M-V with the def2-TZVPD basis set.

XYZ file:
```
17
Properties=species:S:1:pos:R:3:mulliken_charge:R:1
C -0.86800 0.12596 -2.27657 -0.452
C 1.03933 1.31306 0.31068 -1.277
C -1.36647 0.18371 -1.05139 -0.612
C 0.30038 0.24969 1.02637 0.306
N 1.01620 -0.84054 0.96027 0.804
O 2.02476 -1.04811 0.26515 -0.782
O 0.37270 -1.95514 1.47712 -0.529
S -0.94680 0.47973 2.21636 -0.232
H -0.42050 0.93373 -2.81529 0.288
H 1.00907 -2.70895 1.06498 0.384
H -0.69862 -0.87420 -2.62585 0.215
H 0.41725 2.02321 -0.10975 0.407
H 1.70766 1.85339 0.98123 0.367
H 1.68803 0.84503 -0.49083 0.335
H -1.84272 -0.74376 -0.73376 0.244
H -1.97873 0.99058 -0.52605 0.342
H -1.45354 -0.82739 2.32735 0.192
```

As for the orbital gap: 8.80 eV. The energy above the lowest of the compared OMol25 structures with the same formula, charge and spin is 145.0 kcal per mole. The calculation puts the lowest unoccupied orbital energy at 0.6 eV.

***

# 2
A 2-piece molecular cluster, C4H9NO2S overall. Source: the Open Molecules 2025 dataset; level of theory: ωB97M-V with the def2-TZVPD basis set.

XYZ file:
```
17
Properties=species:S:1:pos:R:3:mulliken_charge:R:1
C -2.29096 -0.24589 -0.35031 -0.227
C -1.61648 0.83869 0.02307 0.384
C -1.66648 -1.57790 -1.00715 -1.067
C -0.82458 1.75697 0.42422 -0.821
N 2.81425 0.19838 1.51409 -0.448
O 2.30265 -0.87033 -0.75082 -0.599
O 2.03608 1.52664 -0.69857 -0.420
S 1.75738 0.14167 0.08599 0.695
H -3.27190 -0.47115 -0.04950 0.323
H -1.38483 -2.31689 -0.15222 0.221
H -2.40062 -2.10312 -1.46482 0.414
H -0.87068 -1.40205 -1.63543 0.371
H -0.65853 2.79748 0.10108 0.259
H 2.55774 1.40246 -1.50405 0.321
H -0.09901 1.58817 1.37688 0.187
H 3.77056 0.05745 1.52024 0.199
H 2.56265 0.80260 2.27653 0.209
```

As for the orbital gap: 9.77 eV. The energy above the lowest of the compared OMol25 structures with the same formula, charge and spin is 105.8 kcal per mole. The calculation puts the lowest unoccupied orbital energy at 0.6 eV.

***

# 3
One molecule with the formula C4H9NO2S. Source: the Open Molecules 2025 dataset; level of theory: ωB97M-V with the def2-TZVPD basis set.

XYZ file:
```
17
Properties=species:S:1:pos:R:3:mulliken_charge:R:1
O 2.73102 -0.38536 -1.05935 -0.542
C 2.01923 0.31334 -1.75091 -0.037
N 0.75702 0.67005 -1.42831 -0.157
C 0.13060 -0.00790 -0.25285 0.381
C -0.83063 -1.06385 -0.80990 -0.700
O -1.44695 -1.83945 0.20905 -0.507
C -0.49054 1.16155 0.55299 -0.984
S -1.16062 0.72062 2.19220 -0.219
H 2.44234 0.71137 -2.68409 0.383
H 0.12049 1.21460 -1.97778 0.243
H 0.88560 -0.41502 0.40087 0.332
H -0.27422 -1.70889 -1.48916 0.359
H -1.65713 -0.62109 -1.35892 0.284
H -0.93129 -2.63904 0.41601 0.313
H 0.34932 1.79357 0.85771 0.336
H -1.11641 1.87014 0.00818 0.400
H -2.10008 -0.19187 1.88825 0.114
```

As for the orbital gap: 9.71 eV. The energy above the lowest of the compared OMol25 structures with the same formula, charge and spin is 25.5 kcal per mole. The calculation puts the lowest unoccupied orbital energy at 0.7 eV. The SMILES is O=CN[C@H](CO)CS.

***

# 4
One molecule with the formula C4H9NO2S. Source: the Open Molecules 2025 dataset; level of theory: ωB97M-V with the def2-TZVPD basis set.

XYZ file:
```
17
Properties=species:S:1:pos:R:3:mulliken_charge:R:1
C 0.36515 -1.43374 -2.42091 -0.615
O 0.48005 -1.10759 -1.04881 -0.149
N 0.11859 0.18172 -0.78926 -0.542
C 0.12475 0.54603 0.42333 0.873
C 0.61064 -0.36306 1.56102 -0.533
O -0.17878 -1.52924 1.57530 -0.528
C -0.30395 1.92225 0.70800 -1.025
S -1.78730 2.03553 1.76090 -0.188
H -0.64289 -1.55308 -2.78149 0.294
H 0.87207 -0.68426 -3.00356 0.261
H 0.81546 -2.35039 -2.62127 0.289
H 0.48144 0.21301 2.44960 0.383
H 1.66260 -0.58131 1.54296 0.250
H 0.14142 -2.03383 0.82405 0.378
H -0.54586 2.45943 -0.18661 0.401
H 0.48043 2.48815 1.21547 0.308
H -2.69382 1.79037 0.79128 0.142
```

As for the orbital gap: 10.08 eV. The energy above the lowest of the compared OMol25 structures with the same formula, charge and spin is 75.3 kcal per mole. The calculation puts the lowest unoccupied orbital energy at 0.9 eV. The SMILES is CO/N=C(\CO)CS.